14
Properties=species:S:1:pos:R:3:forces:R:3:nbo_charge:R:1 method="wB97M-V/def2-TZVPD" total_charge=-1 gap_ev="5.827 / 7.776" e_tot_ha=-951.60306
C 1.6977 0.1711 0.3530 -1.01 3.09 1.65 0.646
C -0.7940 0.4915 1.3380 -0.63 1.20 -2.79 -0.718
C 0.2525 -0.0864 0.4434 -1.63 0.63 -1.03 -0.210
O 2.1815 -0.9061 0.0321 3.25 -2.64 -0.93 -0.720
O 2.2284 1.2430 0.6663 0.30 0.36 -0.06 -0.728
P 0.2414 -1.7429 -0.2349 -1.61 -0.07 -1.07 0.420
P -0.9427 1.0983 -2.1963 0.12 2.16 2.26 -0.004
H -0.3711 0.8709 2.2162 0.55 -0.20 1.97 0.226
H -1.6587 -0.1834 1.3543 0.32 0.24 0.68 0.223
H -1.1666 1.4766 0.9144 0.21 -1.00 0.04 0.227
H 0.3793 -2.2771 1.0331 -0.03 -0.83 0.70 -0.065
H -1.2349 -1.7377 -0.1911 0.02 -0.59 0.24 -0.181
H 0.2620 1.5522 -2.7724 0.14 -0.18 -0.12 -0.042
H -1.0749 0.0299 -2.9562 0.00 -2.18 -1.55 -0.072